# C5H10NO

The ion C5H10NO with charge +1 in a non-equilibrium geometry (ωB97M-V/def2-TZVPD, the Open Molecules 2025 dataset).

* charge: +1
* ΔE to the lowest compared entry with this formula, charge and spin: 84.6 kcal/mol
* gap between HOMO and LUMO: 10.560 eV
* E: -8874.911 eV
* 2S+1: 1

Element x y z (Å)
C: -0.894 -1.316 -1.305
N: -0.075 -0.389 -0.551
C: 1.304 -0.458 -0.834
C: -0.679 0.446 0.220
C: -0.034 1.621 1.039
C: -0.502 1.704 2.465
O: -0.895 2.575 1.455
H: -1.924 -1.393 -0.914
H: -0.232 -2.127 -1.560
H: -1.112 -0.991 -2.298
H: 1.866 0.431 -0.891
H: 1.339 -0.710 -1.893
H: 1.694 -1.067 -0.082
H: -1.758 0.341 0.257
H: 0.959 2.009 0.840
H: -1.269 0.959 2.514
H: 0.177 1.854 3.284

=====

# C2H6FNO

A cluster of 2 separate species, C2H6FNO in total in a non-equilibrium geometry (ωB97M-V/def2-TZVPD, the Open Molecules 2025 dataset).

* ΔE to the lowest compared entry with this formula, charge and spin: 134.3 kcal/mol
* gap between HOMO and LUMO (alpha / beta): 6.887 / 10.245 eV
* E: -8420.612 eV
* 2S+1: 1

Element x y z (Å)
C: -0.859 -0.913 -0.049
C: 0.042 -0.259 0.808
N: 0.376 1.599 -0.939
O: 1.378 -0.535 0.772
F: -0.410 2.703 -0.492
H: -1.374 -1.719 0.453
H: -1.495 -0.244 -0.518
H: -0.341 -1.439 -0.844
H: -0.329 0.146 1.763
H: 1.409 1.908 -1.037
H: 1.602 -1.249 0.084